Here is 2 unconnected molecules or ions with the total composition C5H10O from OMol25. Energies are from ωB97M-V/def2-TZVPD.

XYZ file:
```
16
Properties=species:S:1:pos:R:3:forces:R:3:lowdin_charge:R:1
H -2.078 0.103 0.993 -0.3748 0.2881 0.2950 -0.003
C -0.450 -0.221 -1.237 -0.1048 -0.0808 0.0312 -0.179
H 0.420 2.134 1.177 0.1077 0.0227 -0.1598 0.073
H -0.989 2.127 -0.016 0.0765 -0.1559 0.1082 0.059
H -2.221 0.775 1.298 -0.3663 -0.0600 0.2076 0.040
H 2.507 0.412 -0.355 0.0318 -0.0907 0.0482 0.084
H -0.500 -2.740 0.607 -0.0920 -0.1602 -0.3111 0.114
H -1.228 0.439 -1.635 0.1662 -0.1726 0.1154 0.109
H 1.900 0.102 1.279 -0.0120 0.0314 -0.1491 0.084
C -1.027 -1.189 -0.250 0.0123 -0.3824 -0.3426 -0.116
O -0.239 -2.248 -0.187 0.0000 0.0570 0.1698 0.007
H 0.133 -0.671 -2.052 0.0715 0.0514 0.1928 0.117
H 1.756 -1.141 0.025 0.0011 0.2188 0.0225 0.065
C -0.081 1.653 0.342 0.2135 0.0114 -0.2108 0.006
C 0.390 0.534 -0.204 0.1489 0.4235 -0.0139 -0.400
C 1.706 -0.067 0.215 0.1203 -0.0016 -0.0033 -0.061
```
Positions in Å, forces in eV/Å.

frontier orbital gap = 8.97 eV
E_HOMO = -8.309 eV
E_tot = -271.58572 a.u.

Here is 3 unconnected molecules or ions with the total composition C5H10O from OMol25. Energies are from ωB97M-V/def2-TZVPD.

XYZ file:
```
16
Properties=species:S:1:pos:R:3:forces:R:3:lowdin_charge:R:1
C -1.434 -0.651 1.036 -0.0904 0.0258 -0.1335 -0.075
C 2.249 -0.432 -0.177 -0.0618 -0.1471 -0.0584 -0.071
H -1.600 -0.384 -1.053 -0.0611 0.0079 0.1629 0.052
H -1.334 2.567 -0.166 0.1207 -0.0349 -0.0278 0.083
H 0.065 1.860 0.859 0.0419 0.0262 -0.1373 0.080
H 2.006 0.539 -0.603 0.0592 -0.1932 0.0606 0.028
H -1.901 -0.565 2.015 0.0238 -0.0029 -0.1507 0.052
O 0.401 2.152 -1.120 -0.3104 0.0560 0.3961 -0.025
H 1.875 -2.518 -0.167 -0.0037 0.1530 -0.0527 0.049
H 0.889 -1.518 -1.372 0.1178 0.0186 0.1144 0.049
C -0.292 2.192 -0.135 0.1571 0.0507 -0.2574 -0.167
H 3.008 -0.459 0.603 -0.1052 -0.0301 -0.1083 0.050
H -3.086 0.094 -0.059 0.1343 -0.0764 0.0202 0.052
H -0.418 -1.038 1.005 -0.1897 0.0775 0.0067 0.026
C 1.644 -1.542 -0.589 0.1019 0.1442 0.0292 -0.091
C -2.071 -0.296 -0.076 0.0656 -0.0753 0.1359 -0.091
```
Positions in Å, forces in eV/Å.

frontier orbital gap = 10.98 eV
SMILES = C=C.C=C.C=O
E_HOMO = -10.073 eV
E_tot = -271.64752 a.u.

Here is a single C5H10O molecule from OMol25. Energies are from ωB97M-V/def2-TZVPD.

XYZ file:
```
16
Properties=species:S:1:pos:R:3:forces:R:3:lowdin_charge:R:1
O -1.408 0.650 0.808 -0.1597 0.0706 -0.0725 0.010
H 0.362 2.586 0.830 0.0469 -0.1848 0.0250 0.108
C 0.016 -0.373 -0.879 0.0036 0.0032 -0.0658 -0.170
C 0.952 0.518 1.481 0.0215 -0.1794 0.1273 -0.067
H -1.031 -1.913 -1.981 0.1209 -0.0647 0.1476 0.074
H 1.585 1.768 -0.262 -0.1651 -0.0205 0.1181 0.104
H -1.932 -0.020 0.356 -0.0853 0.1574 0.2333 0.066
C -0.788 -1.687 -0.938 0.0469 -0.0391 0.0167 -0.087
H -0.341 0.286 -1.681 0.0479 -0.1035 0.0496 0.119
C 0.808 1.655 0.493 -0.0201 0.1454 -0.1140 -0.082
H -0.232 -2.533 -0.526 -0.0288 0.1132 0.0038 0.075
H 1.070 -0.582 -1.097 -0.1532 0.0500 0.0510 0.119
H -1.753 -1.671 -0.411 0.2156 0.1309 -0.0702 0.066
H 1.852 -0.091 1.453 -0.1878 0.0333 -0.0941 0.100
C -0.081 0.456 0.390 0.2504 0.0014 -0.1782 -0.539
H 0.560 0.707 2.477 0.0462 -0.1135 -0.1776 0.105
```
Positions in Å, forces in eV/Å.

frontier orbital gap = 10.22 eV
SMILES = CCC1(O)CC1
E_HOMO = -9.207 eV
E_tot = -271.70755 a.u.

The records above yield relative energy (zero: lowest compared OMol25 entry of this formula, charge and spin) values of 104.7, 66.0, 28.3 kcal per mole, respectively.